21
Properties=species:S:1:pos:R:3:forces:R:3 method="wB97M-V/def2-TZVPD" lumo_energy_ha=-0.00502 smiles=O.O.O.O.O.O.O total_energy_ev=-14558.734 relative_energy_ev=2.727 e_homo_ev=-10.81
O 3.2693 -2.7256 0.6906 0.4547 -2.4785 3.8366
O 0.3043 0.9174 -0.8625 2.2216 1.3180 -3.0433
O 0.8370 -1.0205 3.3722 -0.5168 0.4485 0.1064
O 1.7892 0.0659 0.8786 -0.7391 1.0021 -0.6519
O -2.9736 4.1195 -2.1400 0.1983 -0.1484 0.1824
O -2.8091 -0.0035 2.7024 1.6054 -0.4608 1.0243
O -1.2789 -1.4959 -4.1572 -0.8525 1.1485 -1.0878
H -3.1583 0.6822 2.1559 -0.1865 0.8126 -0.4513
H -2.3757 3.7443 -1.4781 -0.1721 0.1243 -0.1968
H -0.4857 -1.3871 -3.6743 1.4392 -0.4909 1.1834
H 0.2158 0.8964 -1.8470 -0.1967 0.0201 1.4901
H 2.6184 0.1373 1.2955 1.6970 -0.4198 1.2177
H 1.3763 -1.5040 3.9835 0.3576 -0.3960 0.5207
H -0.4840 0.6660 -0.4753 -2.6196 -0.9875 0.9717
H -3.3728 3.3591 -2.5736 -0.0163 0.0167 0.0169
H 3.1749 -2.2242 -0.0511 -0.1424 1.9088 -3.3620
H -1.2656 -0.6299 -4.6104 -0.5737 -0.6644 -0.1024
H 3.9260 -3.4328 0.5925 -0.3805 0.6360 -0.3993
H -1.9126 0.2892 3.0203 -1.3490 -0.3944 -0.5686
H 1.6421 1.0063 0.6446 -0.3399 -1.0013 -0.1861
H 0.9632 -1.4601 2.5336 0.1111 0.0063 -0.5007

---

10
Properties=species:S:1:pos:R:3:forces:R:3 method="wB97M-V/def2-TZVPD" lumo_energy_ha=0.02621 smiles=ClCCl.ClCCl total_energy_ev=-52228.163 relative_energy_ev=0.420 e_homo_ev=-10.63
Cl -1.7842 -0.0874 2.8376 -1.4983 -0.3215 1.6475
Cl 2.1343 -1.0151 -0.1717 -0.4012 -0.1182 -0.0560
Cl -2.1395 -0.6209 -0.0784 -0.3310 -0.2531 0.0036
Cl 1.0732 1.5697 -0.9457 0.2620 0.3916 -0.2829
C -1.2560 0.0962 1.2377 3.7297 1.9741 -0.6033
C 1.2164 -0.1208 -1.4183 1.5874 -0.1027 -0.5128
H 0.2012 -0.4327 -1.4953 -0.4129 -0.8166 -0.0673
H -0.2025 -0.3006 1.3379 -1.2054 0.0444 -1.0137
H 1.8299 -0.2916 -2.3467 -0.9849 0.6515 0.8585
H -1.0727 1.2031 1.0430 -0.7454 -1.4494 0.0262

---

It is found that the frontier orbital gap values, taken in the order of the records, are 10.67, 11.34 eV.